111
Properties=species:S:1:pos:R:3 method="wB97M-V/def2-TZVPD" e_tot_ev=-76270.9319 homo_energy_ev=-8.71 homo_lumo_gap_ev=6.958 charge=0 lumo_ev=-1.75
C 3.75 3.53 1.05
C 3.54 2.07 1.45
C 2.57 1.27 0.57
C 1.10 1.11 1.04
C 0.58 2.45 1.63
C 0.59 2.71 3.11
O -0.46 2.90 3.74
O 0.33 0.94 -0.15
C -0.39 -0.10 -0.87
C 0.50 -1.31 -1.15
N 1.89 -1.05 -1.45
C 2.32 -0.27 -2.57
C -0.74 0.73 -2.14
C -0.90 0.09 -3.54
C -0.10 0.91 -4.57
C -2.36 0.05 -4.05
C -1.76 -0.54 -0.16
C -2.24 0.75 0.55
N -3.69 0.95 0.61
C -4.13 2.24 0.10
C -2.82 -0.97 -1.18
C -4.07 -1.78 -0.80
C -4.62 -1.80 0.62
F -3.89 -3.13 -1.21
O -1.57 -1.48 0.92
C -1.81 -2.87 0.81
O -1.55 -3.34 -0.50
C -1.03 -3.63 1.89
C 0.06 -4.54 1.36
O 0.92 -4.85 2.48
C 1.92 -5.74 2.15
O 1.80 -6.93 2.40
C 3.14 -5.16 1.49
C 3.56 -3.79 1.99
P 1.23 -0.16 2.37
N 0.17 -0.29 3.52
H 2.93 4.18 1.32
H 4.64 3.91 1.55
H 3.93 3.59 -0.02
H 4.51 1.59 1.34
H 3.32 2.00 2.52
H 2.98 0.27 0.47
H 2.51 1.71 -0.42
H 1.10 3.23 1.08
H -0.47 2.53 1.34
H 1.54 2.79 3.64
H 0.00 -1.96 -1.86
H 0.52 -1.88 -0.24
H 2.48 -1.84 -1.24
H 1.97 -0.63 -3.54
H 2.02 0.77 -2.45
H 3.40 -0.27 -2.60
H -1.65 1.29 -1.94
H 0.03 1.49 -2.20
H -0.53 -0.93 -3.61
H 0.14 0.31 -5.44
H 0.83 1.31 -4.16
H -0.68 1.76 -4.93
H -2.97 0.78 -3.53
H -2.82 -0.92 -3.92
H -2.40 0.30 -5.11
H -1.82 0.76 1.55
H -1.82 1.62 0.05
H -4.02 0.82 1.55
H -5.22 2.27 0.09
H -3.79 2.34 -0.93
H -3.74 3.09 0.66
H -3.17 -0.07 -1.67
H -2.33 -1.55 -1.96
H -4.87 -1.42 -1.46
H -5.45 -1.11 0.70
H -4.99 -2.80 0.82
H -3.89 -1.54 1.37
H -2.86 -3.06 1.00
H -2.16 -4.05 -0.67
H -1.74 -4.25 2.44
H -0.61 -2.95 2.62
H 0.66 -4.09 0.57
H -0.35 -5.48 1.01
H 2.93 -5.13 0.42
H 3.92 -5.89 1.68
H 3.70 -3.79 3.07
H 4.50 -3.50 1.54
H 2.81 -3.04 1.76
H 2.48 0.14 2.92
H 1.50 -1.38 1.74
H -0.62 0.33 3.42
C -2.38 6.28 -7.09
C -2.67 5.14 -6.46
C -2.02 3.86 -6.84
O -2.29 2.83 -6.26
C -1.03 3.89 -7.94
C -0.74 5.02 -8.58
C -1.39 6.31 -8.20
O -1.12 7.34 -8.78
H -2.84 7.22 -6.84
H -3.39 5.10 -5.65
H -0.57 2.94 -8.20
H -0.02 5.07 -9.38
C 3.30 -1.02 8.66
C 4.07 -1.27 7.61
C 3.51 -1.24 6.23
O 4.22 -1.47 5.27
C 2.08 -0.92 6.07
C 1.31 -0.67 7.12
C 1.85 -0.70 8.50
O 1.16 -0.46 9.47
H 3.67 -1.03 9.68
H 5.12 -1.51 7.70
H 1.68 -0.91 5.06
H 0.25 -0.43 7.02